Molecular formula: C13H27O4PTc
Method: DFT, wB97M-V/def2-TZVPD

The geometry in XYZ format:
```
46
Properties=species:S:1:pos:R:3:forces:R:3
Tc -0.0969 -0.5385 1.4960 0.1 -1.6 3.1
C -2.0479 -0.6307 1.4479 -9.3 -0.4 -0.5
O -3.2170 -0.6386 1.4308 6.1 0.1 0.2
C -0.3193 1.2731 2.0135 -0.7 8.3 1.3
O -0.4521 2.4074 2.2777 0.7 -5.9 -1.1
C 1.8342 -0.2228 1.7618 8.7 1.5 1.2
O 2.9530 0.0711 1.9280 -5.9 -1.5 -0.7
C -1.4636 0.8910 -1.4462 -1.4 2.8 -1.3
P 0.0296 0.1002 -0.6853 0.8 -0.9 -2.4
H 0.4556 -1.4340 -2.4409 0.0 0.1 0.0
H -2.2847 0.2438 -1.1095 0.1 -1.0 0.3
C 1.4218 1.0173 -1.4742 0.7 2.5 -0.7
H 1.0640 1.1711 -2.5021 -0.3 -0.2 0.2
C -1.4206 0.9272 -2.9584 0.8 -0.6 0.4
H -1.1556 -0.0153 -3.4313 -0.2 -0.2 -0.1
H -0.7469 1.7028 -3.3191 -0.2 0.3 -0.1
H -2.4258 1.1891 -3.2931 -0.4 0.1 -0.3
C -1.7495 2.2950 -0.9192 0.8 -0.9 0.9
H -0.9698 3.0035 -1.2196 -0.3 0.3 -0.2
C 1.0736 -2.5226 -0.6713 0.2 -0.1 0.1
H -1.8797 2.3499 0.1674 -0.1 0.0 -0.3
H -2.6904 2.6079 -1.3904 -0.1 0.3 -0.2
C -1.3258 -2.2068 -1.4954 -0.4 -0.1 -0.1
H 1.1323 -2.3277 0.4206 0.2 -0.2 -0.2
H 0.7276 -3.5558 -0.7858 0.1 0.1 0.1
H 2.1090 -2.4728 -1.0421 -0.4 0.1 0.2
C 0.0824 -1.6146 -1.4255 -0.2 0.0 0.0
H -1.2458 -3.2786 -1.6962 -0.1 0.1 0.0
H -1.9409 -1.7801 -2.2921 0.2 0.0 0.0
H -1.8910 -2.0781 -0.5644 0.1 -0.3 0.0
C 2.7198 0.2229 -1.5518 0.2 -1.6 0.6
H 3.0875 -0.0650 -0.5609 0.3 0.1 -0.3
H 3.4746 0.8695 -2.0187 -0.2 0.1 0.1
H 2.6193 -0.6743 -2.1674 0.0 0.2 0.1
C 1.7076 2.3899 -0.8707 -0.4 -0.4 0.5
H 1.9544 2.3396 0.1935 0.2 0.0 -0.1
H 0.8965 3.1072 -0.9908 0.0 0.2 -0.2
H 2.5713 2.8143 -1.3944 0.0 0.2 0.0
H -0.4120 -2.7989 1.6420 0.1 0.5 0.3
H -0.4980 -2.1889 2.1309 -0.1 -1.8 0.2
C -0.3128 0.0259 4.9719 -0.1 0.6 1.0
O -0.2740 -0.9038 3.8801 0.2 -0.6 -2.0
H -0.4883 -0.5435 5.8872 0.0 0.2 0.0
H -1.1137 0.7437 4.7945 0.0 0.0 0.1
H 0.6555 0.5264 5.0196 0.1 0.1 0.2
H -0.1473 -1.7984 4.2534 0.0 0.0 -0.1
```
Forces are in eV/Å.

Values from the calculation:
multiplicity	4
molar mass	376.33	g/mol
⟨S²⟩	3.771
DFT total energy	-1232.63597	hartree
net charge	+4